Entry 1:
Formula: C49H36CdN5O4Se
Source: the OMol25 dataset
Level of theory: the ωB97M-V functional and the def2-TZVPD basis

Geometry as ORCA input:
```
! RIJCOSX wB97M-V def2-TZVPD def2/J DEFGRID3
* xyz -1 1
Cd 0.77 -0.03 -0.03
C -0.40 6.78 7.15
O 0.65 6.47 6.28
C 0.43 5.47 5.36
C -0.76 4.77 5.25
C -0.88 3.78 4.27
C 0.17 3.48 3.42
C 1.36 4.20 3.55
C 1.49 5.18 4.51
C 0.06 2.42 2.38
C 0.01 1.08 2.83
C -0.01 0.67 4.22
C -0.07 -0.68 4.23
C -0.08 -1.12 2.85
N -0.03 -0.02 2.05
C -0.12 -2.45 2.40
C -0.09 -2.91 1.07
C -0.34 -4.27 0.64
C -0.30 -4.27 -0.72
C -0.02 -2.92 -1.14
C 0.02 -2.47 -2.48
C -0.04 -3.54 -3.52
C 0.99 -4.47 -3.64
C 0.95 -5.47 -4.60
C -0.13 -5.55 -5.47
O -0.26 -6.50 -6.45
C 0.77 -7.44 -6.58
C -1.17 -4.63 -5.36
C -1.12 -3.64 -4.40
C 0.06 -1.14 -2.93
N 0.07 -0.04 -2.14
C 0.06 1.06 -2.93
C 0.05 2.40 -2.49
C 0.07 3.46 -3.54
C 1.18 4.30 -3.68
C 1.21 5.28 -4.65
C 0.13 5.45 -5.51
O 0.25 6.45 -6.44
C -0.83 6.64 -7.32
C -0.98 4.63 -5.39
C -1.00 3.64 -4.40
C 0.02 2.85 -1.16
C -0.06 4.24 -0.73
C -0.04 4.25 0.62
C 0.03 2.86 1.04
N 0.05 2.07 -0.05
C 0.07 0.64 -4.32
C 0.07 -0.72 -4.32
N 0.11 -2.14 -0.04
C -0.24 -3.50 3.45
C -1.35 -3.58 4.28
C -1.47 -4.56 5.25
C -0.46 -5.51 5.40
O -0.48 -6.52 6.32
C -1.60 -6.59 7.18
C 0.66 -5.45 4.57
C 0.76 -4.47 3.61
H -0.04 7.58 7.79
H -1.29 7.13 6.61
H -0.68 5.92 7.77
H -1.60 4.98 5.89
H -1.81 3.24 4.18
H 2.19 3.97 2.89
H 2.41 5.74 4.61
H 0.04 1.33 5.08
H -0.08 -1.33 5.09
H -0.57 -5.10 1.29
H -0.48 -5.11 -1.37
H 1.83 -4.40 -2.97
H 1.78 -6.17 -4.66
H 0.49 -8.10 -7.40
H 1.73 -6.97 -6.81
H 0.89 -8.04 -5.66
H -2.01 -4.72 -6.04
H -1.93 -2.93 -4.31
H 2.03 4.17 -3.02
H 2.07 5.93 -4.76
H -0.55 7.46 -7.97
H -1.02 5.75 -7.93
H -1.75 6.90 -6.78
H -1.84 4.74 -6.04
H -1.87 3.00 -4.30
H -0.12 5.10 -1.39
H -0.09 5.10 1.27
H 0.09 1.29 -5.18
H 0.09 -1.37 -5.18
H -2.14 -2.85 4.16
H -2.35 -4.58 5.88
H -1.42 -7.44 7.83
H -1.69 -5.68 7.79
H -2.52 -6.75 6.62
H 1.44 -6.19 4.70
H 1.63 -4.42 2.97
Se 4.41 2.97 0.90
C 3.54 1.45 0.47
N 2.98 0.47 0.19
*
```

The value obtained for the orbital gap is 0.2049 Eh. The total energy is -5032.85027 a.u. As for the energy relative to the best compared isomer or geometry (same formula, charge and spin): 0.9 kJ/mol.

***

Entry 2:
Formula: C19H20FN3O4
Source: the OMol25 dataset
Level of theory: the ωB97M-V functional and the def2-TZVPD basis

Geometry as ORCA input:
```
! RIJCOSX wB97M-V def2-TZVPD def2/J DEFGRID3
* xyz 0 1
C -6.68 -0.88 -0.62
O -5.65 -1.21 0.27
C -4.47 -0.54 0.18
C -4.19 0.46 -0.75
C -2.95 1.08 -0.75
C -1.97 0.71 0.17
N -0.73 1.36 0.10
C 0.32 1.26 0.92
O 0.40 0.56 1.91
C 1.54 2.10 0.49
N 1.33 2.91 -0.68
C 0.96 4.22 -0.60
C 1.08 4.96 -1.91
O 0.54 4.70 0.43
C 2.68 1.11 0.18
O 3.18 1.08 -0.93
N 3.02 0.34 1.22
C 3.81 -0.86 1.02
C 2.98 -1.96 0.42
C 3.36 -2.57 -0.78
C 2.57 -3.54 -1.36
C 1.39 -3.90 -0.73
F 0.60 -4.84 -1.30
C 0.98 -3.31 0.45
C 1.79 -2.34 1.02
C -2.25 -0.29 1.10
C -3.48 -0.90 1.10
H -7.51 -1.53 -0.36
H -6.39 -1.07 -1.66
H -7.00 0.16 -0.51
H -4.92 0.78 -1.47
H -2.74 1.85 -1.47
H -0.63 2.04 -0.65
H 1.81 2.73 1.34
H 1.88 2.58 -1.48
H 0.64 4.39 -2.72
H 2.13 5.13 -2.13
H 0.59 5.93 -1.82
H 2.35 0.32 1.99
H 4.64 -0.61 0.35
H 4.22 -1.16 1.99
H 4.28 -2.27 -1.26
H 2.85 -4.02 -2.28
H 0.05 -3.60 0.91
H 1.47 -1.87 1.94
H -1.50 -0.57 1.81
H -3.71 -1.68 1.81
*
```

The value obtained for the orbital gap is 0.3218 Eh. Its structure (SMILES) is COc1ccc(NC(=O)[C@H](NC(C)=O)C(=O)NCc2ccc(F)cc2)cc1. The total energy is -1301.18644 a.u. As for the energy relative to the best compared isomer or geometry (same formula, charge and spin): 0.0 kJ/mol.

***

Entry 3:
Formula: C3H6FN3
Source: the OMol25 dataset
Level of theory: the ωB97M-V functional and the def2-TZVPD basis

Geometry as ORCA input:
```
! RIJCOSX wB97M-V def2-TZVPD def2/J DEFGRID3
* xyz 0 1
H -0.62 2.34 -0.10
N 0.25 1.93 0.26
C 0.22 0.71 0.03
N -0.75 0.00 -0.69
N -2.06 0.54 -0.46
C 1.32 -0.15 0.59
C 1.66 -1.39 0.26
F 2.02 0.52 1.49
H -0.64 -1.01 -0.63
H -2.66 0.34 -1.23
H -2.45 -0.02 0.30
H 2.46 -1.91 0.81
H 1.24 -1.90 -0.61
*
```

The value obtained for the orbital gap is 0.3805 Eh. Its structure (SMILES) is [H]/N=C(\NN)C(=C)F. The total energy is -381.97707 a.u. As for the energy relative to the best compared isomer or geometry (same formula, charge and spin): 143.6 kJ/mol.

***

| no. | HOMO energy (eV) |
| --- | --- |
| 1 | -4.09 |
| 2 | -8.18 |
| 3 | -9.65 |